Entry from the OMol25 dataset: an isolated molecule of C6H12FNO2S at a distorted geometry (ωB97M-V/def2-TZVPD).

Geometry as XYZ:
```
23
Properties=species:S:1:pos:R:3:forces:R:3
O -2.309 -0.092 1.664 -0.061 -0.878 -0.081
F -0.381 -0.158 -1.601 -0.357 0.131 -0.967
S -2.210 0.135 0.247 0.572 1.407 0.391
H 0.028 1.494 1.005 -0.071 1.406 2.851
C -2.910 -1.280 -0.697 -3.446 3.444 2.409
N 0.259 -1.001 0.391 2.113 -0.317 1.290
C -0.346 0.087 -0.210 -0.447 -1.804 -1.085
H 0.023 -1.922 0.048 -0.796 0.291 -0.071
H 2.199 -1.792 1.128 -1.124 1.919 -2.139
H 2.026 0.813 1.756 0.014 -1.245 -1.292
H -3.928 -1.530 -0.220 1.572 0.588 -1.100
H -2.275 -2.020 -0.581 3.056 -3.882 1.227
C 1.785 -0.974 0.312 -0.731 -2.165 2.324
C 2.296 0.417 0.716 -0.307 -0.191 -0.194
H 1.958 -1.397 -0.723 0.920 1.084 1.018
H 1.991 1.187 -1.260 0.736 -0.358 -2.349
H -0.459 1.992 -0.585 0.949 0.805 0.260
C 1.833 1.458 -0.283 -3.020 -0.263 3.610
H -2.830 -1.074 -1.708 -0.725 0.859 -2.032
H 2.327 2.344 0.072 -0.259 0.928 -0.633
O -2.692 1.445 -0.169 -0.012 -1.223 -0.747
C 0.274 1.424 0.013 -0.281 -0.095 -2.805
H 3.344 0.443 0.686 1.706 -0.440 0.117
```
Forces are in eV/Å.

Properties
HOMO level in eV: -9.722
Orbital gap in hartree: 0.3797
ΔE to the lowest compared entry with this formula, charge and spin in kJ/mol: 68.36
SMILES string: CS(=O)(=O)[C@@]1(F)CCCCN1